1.
The following is a quantum chemistry calculation of a 2-piece molecular cluster, C3H6Cl2S overall, from the OMol25 dataset.

```
12
Properties=species:S:1:pos:R:3:forces:R:3
C -1.228 -0.692 0.504 -1.530 2.039 2.440
C -1.980 0.110 1.315 -0.463 -0.444 -1.524
C 0.773 2.135 -0.074 0.305 1.026 0.557
S 1.737 3.157 -1.197 0.312 -1.101 -1.313
Cl -0.851 2.740 0.191 -0.232 0.875 0.275
Cl 1.699 1.879 1.424 -0.280 -0.035 0.417
H 0.576 1.161 -0.450 0.456 -0.662 -0.791
H -1.350 -0.883 -0.527 0.226 0.373 -1.000
H -0.426 -1.063 1.092 0.581 -1.493 -0.135
H -2.703 0.938 1.049 0.569 -1.625 -0.020
H -1.937 -0.150 2.362 0.513 0.744 0.332
H 1.608 4.380 -0.724 -0.458 0.304 0.762
```
Positions in Å, forces in eV/Å.

The HOMO-LUMO gap is 10.315 eV. The highest occupied orbital energy is -9.646 eV. As for the SMILES: SC(Cl)Cl.C=C. The energy relative to the best compared isomer or geometry (same formula, charge and spin) comes out at 1.8869 eV. The spin multiplicity is 1.

These are the Mulliken partial charges, in e, on atoms 1 to 2: -0.737 -0.355


2.
The following is a quantum chemistry calculation of a 6-piece molecular cluster, C3H21N2O5S2 overall, from the OMol25 dataset.

```
33
Properties=species:S:1:pos:R:3:forces:R:3
S -0.460 3.557 -0.143 -1.862 0.810 -1.055
S -1.095 1.838 0.661 -0.259 0.168 2.975
C -1.012 0.558 -0.478 -0.233 -2.815 -3.300
C 0.393 0.227 -1.094 0.841 2.575 -1.926
C 0.250 -0.729 -2.361 -0.311 0.157 0.611
N 1.451 -1.554 -2.458 -1.159 -0.895 0.999
N 1.563 -0.323 -0.111 0.608 1.530 -1.252
H 0.817 3.453 -0.111 1.906 -0.363 0.268
H -1.695 0.788 -1.371 1.360 -0.066 0.855
H -1.545 -0.434 -0.212 0.881 1.678 0.647
H 0.760 1.276 -1.584 -0.277 -2.416 1.743
H 0.012 -0.136 -3.299 0.694 -0.371 1.231
H -0.703 -1.276 -2.245 1.327 -0.107 0.144
H 1.967 -1.344 -3.266 0.668 -0.192 -1.233
H 1.274 -2.567 -2.317 0.281 1.179 -0.504
H 2.519 -0.432 -0.592 -2.280 -0.273 -0.073
H 1.299 -1.264 0.198 0.332 0.208 0.276
H 1.931 0.322 0.656 -1.370 -0.728 -0.265
H 3.597 1.229 2.464 -0.995 -1.174 -0.159
H 2.489 0.048 2.720 0.864 0.689 -0.040
O 3.062 0.496 2.064 0.086 0.475 0.309
H 3.395 -2.854 -0.864 -1.255 0.319 0.464
H 3.280 -3.932 0.082 -1.418 0.834 0.332
O 2.728 -3.141 -0.186 2.630 -1.138 -0.753
H -2.522 -2.006 -2.172 -0.033 1.177 -0.594
H -3.463 -0.864 -2.572 0.963 -0.112 -0.142
O -2.502 -1.092 -2.568 -2.029 -1.291 0.580
H -1.066 -0.930 4.487 1.079 0.745 -2.068
H -0.259 0.145 3.542 -1.064 -1.513 0.429
O -0.665 -0.769 3.566 -0.092 0.785 1.498
H -2.128 -2.099 2.044 0.422 0.261 0.769
H -3.030 -3.366 2.133 0.104 -0.029 0.315
O -2.738 -2.651 1.570 -0.408 -0.106 -1.077
```
Positions in Å, forces in eV/Å.

The HOMO-LUMO gap is 9.140 eV. The highest occupied orbital energy is -11.968 eV. Its charge is +1. The energy relative to the best compared isomer or geometry (same formula, charge and spin) comes out at 3.0481 eV. The spin multiplicity is 1.

These are the Mulliken partial charges, in e, on atoms 1 to 2: -0.157 -0.015